No. 1
A molecular structure, C26H30Br2N4O8PRb, computed with ωB97M-V/def2-TZVPD.

Values from the calculation:
E_LUMO: 3.656 eV
F_max: 2.5 eV Å⁻¹
Kohn-Sham gap: 7.2044 eV
E_HOMO: -3.55 eV
Relative energy (zero: lowest compared OMol25 entry of this formula, charge and spin): 95.5 kJ/mol

Structure (ORCA input):
```
! wB97M-V def2-TZVPD RIJCOSX def2/J DEFGRID3
* xyz -2 1
Rb 0.23 0.04 -0.16
O -0.35 -1.34 -3.39
C -0.91 -2.61 -3.47
C -0.39 -3.58 -2.41
N -0.60 -3.11 -1.06
C -2.00 -2.98 -0.70
C -2.60 -1.56 -0.83
O -3.79 -1.43 -0.47
O -1.89 -0.63 -1.29
C 0.12 -3.92 -0.10
C 0.07 -3.27 1.33
O -0.39 -3.96 2.24
O 0.49 -2.09 1.40
H -0.74 -0.96 -2.56
H -0.65 -3.02 -4.46
H -2.01 -2.56 -3.41
H 0.69 -3.69 -2.55
H -0.85 -4.58 -2.59
H -2.13 -3.25 0.35
H -2.65 -3.66 -1.29
H 1.17 -3.98 -0.41
H -0.28 -4.95 -0.02
O 6.82 5.32 -1.06
C 6.11 5.29 -0.05
O 6.17 5.95 0.99
C 4.95 4.23 -0.10
C 4.70 3.49 -1.25
C 3.67 2.55 -1.25
N 2.92 2.32 -0.18
C 3.15 3.02 0.93
C 4.15 3.98 1.01
C 2.31 2.69 2.09
C 1.89 3.68 2.99
C 1.10 3.31 4.07
C 0.78 1.98 4.24
C 1.26 1.07 3.30
N 1.99 1.41 2.26
C 3.39 1.73 -2.44
C 3.57 2.25 -3.73
C 3.32 1.43 -4.82
C 2.90 0.13 -4.60
C 2.73 -0.28 -3.28
N 2.97 0.49 -2.24
H 5.34 3.65 -2.10
H 4.35 4.54 1.92
H 2.15 4.72 2.83
H 0.76 4.07 4.76
H 0.16 1.66 5.06
H 1.06 0.01 3.39
H 3.89 3.27 -3.87
H 3.46 1.81 -5.83
H 2.69 -0.54 -5.42
H 2.39 -1.29 -3.06
Br -3.44 1.42 3.34
C -3.41 -0.31 2.48
Br -1.60 -0.97 2.19
H -3.90 -0.21 1.52
H -3.95 -0.99 3.14
C -3.78 1.66 -0.71
P -2.32 2.07 -1.73
C -2.72 3.81 -2.26
C -2.42 1.21 -3.35
O -1.02 2.09 -1.04
H -4.69 2.03 -1.19
H -3.65 2.15 0.25
H -3.86 0.58 -0.60
H -3.69 3.88 -2.73
H -1.95 4.12 -2.97
H -2.68 4.46 -1.39
H -3.10 1.74 -4.02
H -2.76 0.19 -3.20
H -1.42 1.18 -3.77
*
```


No. 2
15 unconnected molecules or ions with the total composition C45H105N15O15, computed with ωB97M-V/def2-TZVPD.

Values from the calculation:
E_LUMO: -0.010 eV
F_max: 4.5 eV Å⁻¹
Kohn-Sham gap: 8.9236 eV
E_HOMO: -8.93 eV
Relative energy (zero: lowest compared OMol25 entry of this formula, charge and spin): 1584.6 kJ/mol

Structure (ORCA input):
```
! wB97M-V def2-TZVPD RIJCOSX def2/J DEFGRID3
* xyz 0 1
C 5.50 -5.70 4.09
O 5.08 -4.65 3.73
N 4.82 -6.87 3.88
C 3.37 -6.87 3.57
C 5.26 -8.17 4.30
H 6.51 -5.80 4.50
H 2.96 -7.45 4.39
H 3.15 -7.46 2.68
H 2.86 -5.92 3.38
H 4.79 -9.00 3.76
H 6.34 -8.23 4.16
H 5.02 -8.19 5.36
C 6.13 -7.17 -1.50
O 5.00 -7.23 -1.94
N 7.00 -8.19 -1.27
C 8.38 -7.93 -0.92
C 6.53 -9.55 -1.31
H 6.65 -6.21 -1.36
H 8.50 -8.32 0.09
H 8.70 -6.89 -0.95
H 8.99 -8.51 -1.61
H 5.47 -9.73 -1.50
H 7.07 -10.16 -2.04
H 6.59 -10.10 -0.36
C -4.81 1.49 9.08
O -4.48 1.16 7.92
N -6.06 1.34 9.62
C -6.23 1.88 10.95
C -7.18 0.78 8.82
H -4.06 2.00 9.70
H -7.16 2.44 10.85
H -5.53 2.63 11.32
H -6.30 1.14 11.75
H -6.80 0.44 7.86
H -7.70 -0.04 9.32
H -7.92 1.58 8.74
C 3.34 9.21 -5.98
O 3.61 10.23 -6.58
N 4.27 8.51 -5.32
C 3.92 7.17 -4.83
C 5.72 8.79 -5.18
H 2.33 8.79 -5.86
H 4.16 6.39 -5.55
H 2.83 7.13 -4.80
H 4.32 6.91 -3.85
H 5.86 9.86 -5.35
H 6.19 8.39 -4.28
H 6.29 8.36 -6.00
C -3.69 8.65 -3.08
O -3.52 8.43 -4.28
N -3.90 9.87 -2.60
C -3.55 10.11 -1.13
C -4.11 11.12 -3.29
H -3.68 7.92 -2.26
H -2.53 10.49 -1.04
H -3.68 9.18 -0.58
H -4.04 10.93 -0.59
H -4.80 11.77 -2.75
H -3.16 11.65 -3.15
H -4.56 11.02 -4.27
C 2.53 -1.43 8.76
O 3.38 -0.56 8.96
N 2.34 -2.50 9.53
C 1.49 -3.62 9.06
C 3.27 -2.86 10.59
H 1.73 -1.29 8.02
H 1.11 -3.38 8.06
H 0.70 -3.88 9.76
H 2.03 -4.55 8.90
H 3.49 -1.95 11.15
H 2.81 -3.41 11.41
H 4.19 -3.31 10.22
C 8.27 1.39 4.13
O 9.23 1.05 4.82
N 8.12 1.03 2.82
C 6.98 1.61 2.08
C 9.06 0.30 2.11
H 7.38 1.88 4.55
H 7.45 2.35 1.43
H 6.32 2.08 2.81
H 6.40 0.88 1.52
H 8.57 -0.40 1.43
H 9.61 1.08 1.57
H 9.77 -0.27 2.70
C 0.61 0.96 -0.81
O 1.19 0.79 -1.91
N 0.50 -0.04 0.04
C 0.09 0.13 1.39
C 1.01 -1.37 -0.29
H 0.09 1.90 -0.58
H -0.33 1.11 1.59
H 0.93 -0.05 2.06
H -0.69 -0.63 1.53
H 0.90 -1.60 -1.35
H 2.05 -1.35 0.01
H 0.49 -2.18 0.23
C 0.24 2.13 -10.87
O 0.87 3.12 -11.13
N -0.36 2.10 -9.69
C -0.99 0.88 -9.30
C -0.48 3.31 -8.80
H 0.20 1.20 -11.45
H -0.98 0.14 -10.10
H -2.06 1.01 -9.16
H -0.56 0.45 -8.40
H -1.53 3.54 -8.62
H 0.09 3.11 -7.90
H -0.08 4.13 -9.39
C -6.00 0.56 -4.32
O -5.62 1.35 -3.44
N -7.18 -0.12 -4.40
C -8.06 -0.16 -3.24
C -7.50 -0.97 -5.52
H -5.41 0.39 -5.24
H -8.87 0.57 -3.26
H -7.52 0.12 -2.34
H -8.52 -1.13 -3.08
H -7.50 -2.01 -5.18
H -8.46 -0.67 -5.92
H -6.77 -0.99 -6.33
C 1.06 6.52 3.75
O 0.61 6.77 2.62
N 0.31 6.34 4.85
C 1.04 6.07 6.10
C -1.10 6.46 5.02
H 2.14 6.60 3.94
H 0.82 6.89 6.79
H 2.11 5.87 6.01
H 0.59 5.12 6.41
H -1.46 5.71 5.73
H -1.21 7.48 5.39
H -1.55 6.39 4.03
C -6.02 -7.49 0.51
O -5.97 -8.62 1.05
N -5.04 -6.59 0.34
C -5.35 -5.15 0.07
C -3.72 -6.91 0.54
H -6.96 -6.98 0.21
H -5.26 -4.59 1.00
H -6.37 -4.84 -0.16
H -4.62 -4.77 -0.64
H -3.40 -7.95 0.57
H -3.19 -6.39 -0.26
H -3.44 -6.38 1.46
C -2.33 -6.61 -5.27
O -3.34 -5.87 -5.40
N -2.47 -7.92 -5.49
C -1.33 -8.70 -5.22
C -3.69 -8.68 -5.63
H -1.32 -6.39 -4.89
H -0.39 -8.14 -5.14
H -1.25 -9.62 -5.81
H -1.57 -9.08 -4.22
H -3.87 -9.33 -4.77
H -4.63 -8.19 -5.90
H -3.58 -9.29 -6.53
C 7.95 1.38 -5.41
O 8.83 1.31 -4.54
N 6.82 0.57 -5.50
C 6.62 -0.49 -4.49
C 5.85 0.63 -6.60
H 8.08 2.06 -6.26
H 7.44 -0.53 -3.77
H 6.44 -1.40 -5.07
H 5.73 -0.41 -3.87
H 4.84 0.64 -6.17
H 5.91 1.44 -7.32
H 6.02 -0.29 -7.16
C -9.07 4.31 1.07
O -10.05 4.92 0.78
N -9.04 3.45 2.12
C -7.85 2.73 2.60
C -10.28 3.25 2.85
H -8.10 4.49 0.57
H -7.09 2.71 1.82
H -8.30 1.75 2.73
H -7.43 2.96 3.58
H -10.63 2.22 2.76
H -9.94 3.26 3.89
H -11.03 4.01 2.61
*
```


No. 3
A single C4H11NO2 molecule, computed with ωB97M-V/def2-TZVPD.

Values from the calculation:
E_LUMO: 0.791 eV
F_max: 1.5 eV Å⁻¹
Kohn-Sham gap: 10.3869 eV
E_HOMO: -9.60 eV
Relative energy (zero: lowest compared OMol25 entry of this formula, charge and spin): 147.6 kJ/mol

Structure (ORCA input):
```
! wB97M-V def2-TZVPD RIJCOSX def2/J DEFGRID3
* xyz 0 1
C 0.73 0.67 -1.73
C -0.36 -0.17 -1.08
O -0.16 -1.57 -1.22
C -0.55 0.21 0.40
N -1.91 -0.23 0.80
C 0.58 -0.38 1.25
O 1.21 0.58 2.11
H 1.01 0.23 -2.68
H 0.39 1.69 -1.82
H 1.64 0.74 -1.14
H -1.32 0.02 -1.58
H 0.77 -1.78 -1.07
H -0.60 1.29 0.45
H -1.90 -1.13 1.29
H -2.13 0.32 1.62
H 1.40 -0.85 0.72
H 0.14 -1.13 1.92
H 1.09 1.47 1.75
*
```


No. 4
A gas-phase ion, C21H30NO (charge +1), computed with ωB97M-V/def2-TZVPD.

Values from the calculation:
E_LUMO: -3.164 eV
F_max: 17.5 eV Å⁻¹
Kohn-Sham gap: 7.7947 eV
E_HOMO: -10.96 eV
Relative energy (zero: lowest compared OMol25 entry of this formula, charge and spin): 1935.3 kJ/mol

Structure (ORCA input):
```
! wB97M-V def2-TZVPD RIJCOSX def2/J DEFGRID3
* xyz 1 1
C -1.66 0.28 2.06
C -2.26 -1.21 2.16
C -3.44 -1.27 1.30
C -4.12 -2.48 1.52
N -3.01 -1.30 0.03
C -4.17 -1.01 -1.04
C -3.60 -0.40 -2.43
O -2.82 0.48 -2.14
C -1.41 0.46 -1.86
C -0.65 -0.94 -2.07
C 0.67 -0.79 -1.61
C 1.29 0.17 -1.10
C 2.74 0.03 -0.70
C 3.59 1.02 -1.76
C 3.44 -1.28 -0.99
C 2.99 0.77 0.54
C 2.10 0.15 1.53
C 2.24 0.46 2.98
C 3.23 1.41 3.18
C 3.91 2.07 2.25
C 3.89 1.63 0.78
C 0.63 1.50 -0.99
C -0.66 1.19 -1.24
H -1.29 0.34 1.05
H -0.94 0.25 2.85
H -2.48 0.84 2.29
H -2.44 -1.47 3.06
H -1.51 -2.00 1.97
H -4.15 -0.50 1.80
H -4.41 -2.86 2.68
H -5.00 -2.86 1.05
H -3.53 -3.52 1.35
H -2.63 -2.19 -0.55
H -2.45 -0.45 -0.08
H -4.85 -1.60 -1.15
H -4.79 0.01 -0.78
H -4.33 -0.04 -2.93
H -3.18 -1.41 -2.84
H -1.21 -1.85 -2.42
H 1.00 -1.89 -2.05
H 4.49 0.99 -1.84
H 3.28 2.22 -1.78
H 3.39 0.58 -2.92
H 2.94 -2.04 -0.12
H 3.25 -1.80 -1.95
H 4.33 -1.26 -0.63
H 1.44 -0.67 1.37
H 1.56 0.33 3.68
H 3.27 1.69 4.22
H 4.58 2.85 2.65
H 4.52 2.09 0.09
H 1.15 2.20 -0.84
H -1.31 2.34 -1.29
*
```


No. 5
3 unconnected molecules or ions with the total composition C26H44NO6Si, computed with ωB97M-V/def2-TZVPD.

Values from the calculation:
E_LUMO: -2.576 eV
F_max: 3.6 eV Å⁻¹
Kohn-Sham gap: 8.3470 eV
E_HOMO: -10.92 eV

Structure (ORCA input):
```
! wB97M-V def2-TZVPD RIJCOSX def2/J DEFGRID3
* xyz 1 1
C 2.41 -1.71 1.33
Si 3.54 -2.78 0.21
C 4.87 -3.52 1.40
C 2.62 -4.10 -0.80
C 1.35 -4.72 -0.07
C 0.13 -3.72 -0.08
C -1.29 -4.39 -0.19
C -1.94 -4.36 -1.63
C -1.86 -2.98 -2.37
C -2.52 -1.77 -1.59
C -1.46 -0.68 -1.13
C -2.11 0.37 -0.10
C -1.88 -0.23 1.36
C -1.07 0.91 2.16
C -0.17 1.43 0.95
N -1.16 1.55 -0.16
C 4.50 -1.52 -0.89
C 5.97 -1.37 -0.80
C 6.61 -0.35 -1.64
C 5.81 0.51 -2.54
C 4.36 0.32 -2.63
C 3.69 -0.69 -1.80
H 2.98 -0.82 1.70
H 1.60 -1.30 0.64
H 1.92 -2.30 2.16
H 5.52 -4.28 0.91
H 5.45 -2.65 1.82
H 4.27 -3.96 2.26
H 2.30 -3.72 -1.82
H 3.34 -4.94 -1.03
H 1.07 -5.70 -0.53
H 1.65 -4.91 1.01
H 0.15 -3.18 0.91
H 0.35 -2.94 -0.86
H -1.17 -5.47 0.11
H -1.97 -3.93 0.58
H -1.57 -5.23 -2.24
H -3.05 -4.57 -1.48
H -0.78 -2.80 -2.63
H -2.41 -3.09 -3.34
H -3.18 -1.23 -2.33
H -3.17 -2.10 -0.74
H -1.12 -0.11 -2.05
H -0.59 -1.12 -0.59
H -3.19 0.59 -0.30
H -1.17 -1.10 1.44
H -2.81 -0.59 1.89
H -1.79 1.76 2.32
H -0.53 0.53 3.06
H 0.50 0.58 0.61
H 0.36 2.37 1.23
H -0.70 1.75 -1.06
H -1.71 2.39 0.12
H 6.53 -2.02 -0.09
H 7.71 -0.24 -1.57
H 6.30 1.30 -3.16
H 3.75 0.96 -3.32
H 2.58 -0.79 -1.87
C -1.50 4.84 4.61
C -2.15 6.09 4.11
O -1.77 6.11 2.73
C -1.49 4.84 2.37
O -1.30 4.49 1.24
O -1.45 4.01 3.44
H -2.07 4.36 5.41
H -0.48 5.00 4.96
H -3.24 6.05 4.17
H -1.80 6.98 4.62
C -4.31 3.48 -1.57
C -3.26 4.52 -1.30
O -3.43 5.44 -2.37
C -4.71 5.31 -2.81
O -5.23 6.05 -3.58
O -5.32 4.23 -2.25
H -4.71 3.04 -0.66
H -3.96 2.69 -2.24
H -3.41 5.04 -0.35
H -2.25 4.10 -1.31
*
```


No. 6
A single C4H5NO3 molecule, computed with ωB97M-V/def2-TZVPD.

Values from the calculation:
E_LUMO: 0.091 eV
F_max: 3.4 eV Å⁻¹
Kohn-Sham gap: 10.5917 eV
E_HOMO: -10.50 eV
Relative energy (zero: lowest compared OMol25 entry of this formula, charge and spin): 178.0 kJ/mol

Structure (ORCA input):
```
! wB97M-V def2-TZVPD RIJCOSX def2/J DEFGRID3
* xyz 0 1
C 1.51 1.05 0.26
C 0.13 0.58 0.62
O -0.61 1.22 1.38
C -0.51 -0.55 -0.21
O -0.76 -1.68 0.62
O 0.28 -1.02 -1.27
C -1.82 0.08 -0.67
N -2.86 0.34 -1.11
H 1.51 1.50 -0.73
H 2.20 0.20 0.28
H 1.83 1.80 0.99
H -1.72 -1.79 0.70
H 0.83 -1.71 -0.86
*
```


No. 7
A single C3H4N4O molecule, computed with ωB97M-V/def2-TZVPD.

Values from the calculation:
E_LUMO: -0.474 eV
F_max: 4.3 eV Å⁻¹
Kohn-Sham gap: 7.9558 eV
E_HOMO: -8.43 eV
Relative energy (zero: lowest compared OMol25 entry of this formula, charge and spin): 299.3 kJ/mol

Structure (ORCA input):
```
! wB97M-V def2-TZVPD RIJCOSX def2/J DEFGRID3
* xyz 0 1
H -3.27 -1.18 0.22
N -2.84 -0.19 0.09
C -1.61 -0.06 0.06
N -0.97 1.25 0.02
N 0.27 1.15 -0.17
C 0.57 -0.15 -0.07
C 1.80 -0.64 -0.03
O 2.82 0.20 0.21
N -0.56 -1.00 -0.17
H 2.00 -1.69 -0.32
H 3.62 -0.25 -0.15
H -0.71 -1.87 0.35
*
```


No. 8
A molecular structure, C2HAuO2, computed with ωB97M-V/def2-TZVPD.

Values from the calculation:
<S²>: 2.026
E_LUMO (spin up / spin down): 0.803 / -2.110 eV
F_max: 15.1 eV Å⁻¹
Kohn-Sham gap (spin up / spin down): 10.1723 / 7.5793 eV
E_HOMO (spin up / spin down): -9.37 / -9.69 eV

Structure (ORCA input):
```
! wB97M-V def2-TZVPD RIJCOSX def2/J DEFGRID3
* xyz 0 3
C -0.21 0.86 -0.19
C 0.09 1.87 0.43
H 0.43 2.80 0.85
O 0.41 -3.33 0.05
Au -0.25 -1.91 -0.54
O -0.46 -0.30 -0.60
*
```


No. 9
2 unconnected molecules or ions with the total composition C5H8O, computed with ωB97M-V/def2-TZVPD.

Values from the calculation:
E_LUMO: 0.065 eV
F_max: 0.5 eV Å⁻¹
Kohn-Sham gap: 9.4561 eV
E_HOMO: -9.39 eV
Relative energy (zero: lowest compared OMol25 entry of this formula, charge and spin): 336.6 kJ/mol

Structure (ORCA input):
```
! wB97M-V def2-TZVPD RIJCOSX def2/J DEFGRID3
* xyz 0 1
C 0.03 -1.84 -1.39
C 0.81 -1.01 -0.76
C 1.54 -0.18 -0.12
C 2.27 0.66 0.59
H 0.19 -2.92 -1.34
H -0.82 -1.49 -1.97
H 3.08 0.30 1.22
H 2.10 1.73 0.56
C -1.72 1.02 0.35
O -1.51 -0.03 1.25
H -2.80 1.16 0.27
H -1.27 1.97 0.69
H -1.33 0.80 -0.66
H -0.55 -0.17 1.32
*
```


No. 10
A molecular structure, C3H3N2S, computed with ωB97M-V/def2-TZVPD.

Values from the calculation:
E_LUMO (spin up / spin down): -8.138 / -8.128 eV
F_max: 3.6 eV Å⁻¹
Kohn-Sham gap (spin up / spin down): 6.9749 / 6.9901 eV
E_HOMO (spin up / spin down): -15.11 / -15.12 eV
Relative energy (zero: lowest compared OMol25 entry of this formula, charge and spin): 395.1 kJ/mol

Structure (ORCA input):
```
! wB97M-V def2-TZVPD RIJCOSX def2/J DEFGRID3
* xyz 1 1
C -0.40 -2.03 0.02
C -1.40 -0.12 0.06
C -0.14 0.46 0.00
N -1.44 -1.42 -0.11
N 0.80 -0.49 -0.05
S 2.35 -0.33 0.01
H -2.16 0.58 0.22
H 0.03 1.48 0.05
H 2.78 -1.64 0.27
*
```


No. 11
A single C3H5ClS molecule, computed with ωB97M-V/def2-TZVPD.

Values from the calculation:
E_LUMO: 0.767 eV
F_max: 2.6 eV Å⁻¹
Kohn-Sham gap: 9.4861 eV
E_HOMO: -8.72 eV
Relative energy (zero: lowest compared OMol25 entry of this formula, charge and spin): 19.6 kJ/mol

Structure (ORCA input):
```
! wB97M-V def2-TZVPD RIJCOSX def2/J DEFGRID3
* xyz 0 1
C 1.05 1.45 -0.74
S -0.37 1.09 0.28
C -0.73 -0.61 0.06
C -0.78 -1.46 1.12
Cl -1.25 -3.12 0.87
H 0.88 1.12 -1.77
H 2.03 1.07 -0.39
H 0.96 2.56 -0.64
H -1.07 -0.96 -0.92
H -0.72 -1.15 2.14
*
```